# 1
{
  "formula": "C3H8N2OS",
  "method": "ωB97M-V/def2-TZVPD",
  "multiplicity": 1,
  "e_tot_ha": -701.83900,
  "orbital_gap_ev": [8.35, 8.35],
  "relative_energy_kj_mol": 626.2,
  "symbols": ["C", "C", "C", "N", "N", "O", "S", "H", "H", "H", "H", "H", "H", "H", "H"],
  "positions_angstrom": [[2.082, -1.694, 0.123], [-2.604, 0.284, -0.088], [0.912, 0.366, -0.048], [0.271, 2.631, -0.142], [0.808, 1.549, -0.118], [1.889, -0.383, -0.513], [-1.581, -1.269, 0.061], [2.663, -2.080, -0.747], [1.063, -2.257, 0.373], [2.685, -1.404, 1.039], [-2.839, 0.474, 0.892], [-3.406, -0.014, -0.655], [-2.036, 1.181, -0.498], [-0.291, -0.766, -0.166], [0.384, 3.384, 0.487]],
  "atomic_forces_ev_per_a": [[-0.59, 0.75, -0.17], [3.88, 0.41, -0.81], [1.40, -1.38, 0.23], [-2.16, 0.75, -2.96], [0.06, 1.58, 1.52], [-0.22, -0.28, -0.11], [0.14, 0.01, -0.51], [-0.27, -0.94, 1.45], [2.39, 1.22, -0.62], [-0.66, -1.22, -0.97], [-1.00, 0.78, 2.19], [-1.93, -0.22, -1.36], [-0.74, -1.43, 0.26], [-1.56, -0.14, 0.33], [1.27, 0.08, 1.54]]
}

***

# 2
{
  "formula": "C3H8N2OS",
  "method": "ωB97M-V/def2-TZVPD",
  "multiplicity": 1,
  "e_tot_ha": -701.73601,
  "orbital_gap_ev": 9.29,
  "relative_energy_kj_mol": 896.6,
  "symbols": ["C", "C", "C", "H", "H", "H", "H", "H", "H", "H", "H", "N", "N", "O", "S"],
  "positions_angstrom": [[2.715, -1.166, 0.080], [0.017, 0.824, 0.182], [-0.693, -0.569, 0.305], [3.227, -0.702, 1.444], [1.716, -2.113, 0.291], [3.691, -1.505, -0.824], [1.564, 1.921, -0.075], [-1.578, 1.577, -0.381], [-0.104, -1.317, -0.350], [-0.539, -0.513, 1.451], [-2.473, -1.597, -1.441], [1.423, 0.836, 0.350], [-0.642, 1.982, -0.180], [2.169, -0.044, -0.577], [-2.535, -0.603, -0.006]],
  "atomic_forces_ev_per_a": [[0.81, -0.97, 1.21], [-3.19, 2.64, -3.79], [1.23, 1.42, 0.83], [-1.42, -1.67, -4.26], [3.56, 2.71, -0.60], [-3.22, 0.66, 3.36], [0.36, -3.72, 1.49], [0.14, 0.93, 0.41], [-1.09, 0.94, 1.72], [-0.34, -1.79, -1.48], [-0.11, 2.46, 3.42], [0.41, 3.70, -1.47], [2.41, -5.24, 1.39], [-1.00, 0.32, 1.06], [1.46, -2.40, -3.29]]
}

***

# 3
{
  "formula": "C3H8N2OS",
  "method": "ωB97M-V/def2-TZVPD",
  "multiplicity": 1,
  "e_tot_ha": -702.00012,
  "orbital_gap_ev": 9.70,
  "relative_energy_kj_mol": 203.2,
  "symbols": ["C", "C", "S", "N", "C", "N", "O", "H", "H", "H", "H", "H", "H", "H", "H"],
  "positions_angstrom": [[0.085, 0.797, -0.621], [0.410, -0.420, -1.564], [-0.110, 0.029, -3.258], [0.532, 0.390, 0.739], [0.199, -0.750, 1.710], [-1.114, -0.594, 2.180], [0.852, -1.706, 2.063], [0.546, 1.721, -0.990], [-1.006, 0.877, -0.568], [-0.178, -1.297, -1.143], [1.450, -0.547, -1.871], [-0.144, 1.336, -2.954], [1.279, 1.076, 0.976], [-1.614, -1.277, 2.767], [-1.186, 0.366, 2.534]],
  "atomic_forces_ev_per_a": [[-0.64, -3.36, 0.58], [-0.92, 0.80, -0.31], [-0.98, 0.19, -0.33], [1.80, 1.02, 1.72], [-1.02, 0.06, -0.61], [-0.08, 1.54, -0.02], [0.46, 1.43, -1.26], [0.05, -0.23, 0.63], [0.07, 0.34, -0.54], [1.18, 0.82, -0.86], [0.10, -0.54, 1.75], [-0.10, -0.02, -0.38], [-0.50, -1.79, 0.56], [1.24, 0.24, -0.45], [-0.65, -0.53, -0.50]]
}

***

# 4
{
  "formula": "C3H8N2OS",
  "method": "ωB97M-V/def2-TZVPD",
  "multiplicity": 1,
  "e_tot_ha": -702.01198,
  "orbital_gap_ev": 9.87,
  "relative_energy_kj_mol": 172.0,
  "symbols": ["C", "C", "S", "N", "C", "N", "O", "H", "H", "H", "H", "H", "H", "H", "H"],
  "positions_angstrom": [[-0.263, 0.016, 1.088], [0.576, 1.118, 0.295], [2.261, 1.623, 0.666], [-1.506, -0.544, 0.490], [-1.446, -1.163, -0.756], [-0.224, -1.764, -0.988], [-2.352, -1.129, -1.569], [0.339, -0.924, 1.300], [-0.637, 0.561, 1.990], [-0.111, 1.984, 0.259], [0.419, 0.746, -0.704], [3.178, 0.787, 0.590], [-2.357, 0.000, 0.769], [0.003, -1.845, -2.033], [0.703, -1.916, -0.558]],
  "atomic_forces_ev_per_a": [[0.37, -0.58, 1.42], [-2.41, -2.17, -1.03], [-2.55, 4.17, 1.07], [-0.03, 1.77, 0.38], [-0.04, 1.17, 0.76], [1.97, -1.07, -4.02], [0.63, -0.42, 0.39], [-0.24, 1.64, 0.40], [0.68, -1.09, -0.19], [1.09, 0.25, 0.49], [0.83, 0.03, -0.85], [1.46, -3.33, -0.63], [1.07, -1.08, -1.12], [-1.19, -0.03, 2.07], [-1.64, 0.75, 0.86]]
}

***

# 5
{
  "formula": "C3H8N2S",
  "method": "ωB97M-V/def2-TZVPD",
  "multiplicity": 1,
  "e_tot_ha": -626.76920,
  "orbital_gap_ev": 9.62,
  "relative_energy_kj_mol": 142.0,
  "symbols": ["C", "C", "C", "H", "H", "H", "H", "H", "H", "H", "H", "N", "N", "S"],
  "positions_angstrom": [[1.422, 1.619, 0.056], [0.380, 0.541, 0.032], [0.934, -0.846, 0.448], [1.801, 1.881, 1.043], [0.965, 2.502, -0.351], [2.264, 1.330, -0.553], [1.194, -0.831, 1.523], [0.171, -1.587, 0.370], [2.534, -1.981, -0.007], [1.800, -1.392, -1.270], [-3.044, 0.398, -0.500], [2.099, -1.138, -0.344], [-0.854, 0.845, -0.186], [-2.051, -0.385, 0.015]],
  "atomic_forces_ev_per_a": [[-0.51, 0.32, -0.63], [-0.43, -0.64, 1.26], [-0.58, 1.24, 0.44], [-0.16, -0.38, 0.25], [-0.07, 0.55, -0.23], [0.32, -0.06, -0.15], [0.05, 0.30, -0.42], [-0.79, -0.64, -0.20], [0.29, -0.13, 0.28], [-0.10, 0.13, -0.53], [0.46, -0.45, 0.29], [0.58, -0.42, -0.14], [1.08, -0.54, 0.27], [-0.16, 0.73, -0.48]]
}

***

# 6
{
  "formula": "C3H8N2S",
  "method": "ωB97M-V/def2-TZVPD",
  "multiplicity": 1,
  "e_tot_ha": -626.63799,
  "orbital_gap_ev": 9.12,
  "relative_energy_kj_mol": 486.5,
  "symbols": ["C", "C", "C", "H", "H", "H", "H", "H", "H", "H", "H", "N", "N", "S"],
  "positions_angstrom": [[-2.286, -0.462, 0.024], [0.198, -0.131, -0.248], [0.330, 1.475, -0.110], [-2.361, 0.370, -0.945], [-2.941, -1.526, -0.179], [-2.483, -0.093, 1.085], [1.199, 1.826, -0.520], [-0.444, 2.026, -0.650], [0.527, 1.262, 1.212], [1.319, -1.961, -0.424], [3.388, -0.725, 1.252], [-0.837, -0.787, -0.163], [1.414, -1.040, -0.205], [2.980, -0.236, -0.131]],
  "atomic_forces_ev_per_a": [[0.96, -0.07, -3.12], [1.65, 0.22, 0.09], [-0.25, -4.66, 3.82], [-1.17, -2.08, 3.10], [1.83, 3.37, 0.46], [0.12, -0.15, -1.64], [2.52, 0.66, -0.56], [-0.71, -0.33, 1.22], [-1.07, 2.07, -3.88], [-0.43, -2.80, -0.86], [-0.76, 1.10, -2.54], [-2.73, -2.06, 0.89], [0.64, 7.23, 0.67], [-0.61, -2.51, 2.35]]
}

***

# 7
{
  "formula": "C3H8N2S",
  "method": "ωB97M-V/def2-TZVPD",
  "multiplicity": 1,
  "e_tot_ha": -626.72574,
  "orbital_gap_ev": 9.04,
  "relative_energy_kj_mol": 256.1,
  "symbols": ["C", "C", "C", "H", "H", "H", "H", "H", "H", "H", "H", "N", "N", "S"],
  "positions_angstrom": [[2.039, -0.518, 0.100], [-0.620, 1.221, 0.238], [-1.371, -0.129, 0.270], [1.603, -0.962, 0.945], [2.956, 0.057, 0.366], [2.359, -1.380, -0.481], [1.424, 0.401, -1.695], [-1.108, 2.098, 0.741], [-0.861, -0.859, -0.380], [-1.394, -0.441, 1.307], [-3.578, -1.173, -0.139], [1.118, 0.207, -0.740], [0.575, 1.367, -0.210], [-3.142, 0.112, -0.322]],
  "atomic_forces_ev_per_a": [[1.61, 0.63, -1.63], [0.13, -0.51, 0.31], [-0.32, 0.75, -0.73], [-0.91, -0.08, 1.35], [-0.55, -0.23, 0.15], [0.23, -0.03, -0.22], [0.45, -0.05, 0.79], [0.51, -0.76, -0.69], [-0.26, 0.46, 0.49], [-0.07, -0.25, 0.16], [0.40, 0.67, -0.02], [-0.39, -1.35, -1.25], [-1.49, 1.28, 0.95], [0.64, -0.53, 0.36]]
}

***

# 8
{
  "formula": "C3H8N2S",
  "method": "ωB97M-V/def2-TZVPD",
  "multiplicity": 1,
  "e_tot_ha": -626.75009,
  "orbital_gap_ev": 9.02,
  "relative_energy_kj_mol": 192.2,
  "symbols": ["C", "C", "C", "H", "H", "H", "H", "H", "H", "H", "H", "N", "N", "S"],
  "positions_angstrom": [[-0.623, 0.811, 0.385], [-1.009, -0.321, -0.421], [0.196, -0.461, 0.576], [0.340, 2.541, 0.652], [-0.670, 2.510, -0.721], [-1.183, 0.916, 1.300], [-0.696, -0.321, -1.454], [-2.527, -1.056, 0.804], [-2.985, -0.635, -0.663], [0.112, -1.037, 1.508], [1.674, 0.373, -1.064], [0.025, 1.992, -0.159], [-2.217, -1.063, -0.153], [1.868, -0.623, -0.088]],
  "atomic_forces_ev_per_a": [[1.52, 1.04, 1.38], [0.51, -1.70, 1.04], [-0.34, -0.16, -1.33], [-0.18, 0.04, -0.86], [0.68, -0.08, 0.63], [-0.69, 0.49, 0.07], [-0.07, -0.09, -0.13], [0.42, 0.09, 0.43], [0.00, -0.13, -0.12], [-0.31, 0.38, -0.52], [0.34, -0.99, 1.08], [-0.82, -0.08, 0.24], [-0.46, 0.04, -0.96], [-0.61, 1.12, -0.95]]
}

***

Please write out number 8 again, unchanged.
{
  "formula": "C3H8N2S",
  "method": "ωB97M-V/def2-TZVPD",
  "multiplicity": 1,
  "e_tot_ha": -626.75009,
  "orbital_gap_ev": 9.02,
  "relative_energy_kj_mol": 192.2,
  "symbols": ["C", "C", "C", "H", "H", "H", "H", "H", "H", "H", "H", "N", "N", "S"],
  "positions_angstrom": [[-0.623, 0.811, 0.385], [-1.009, -0.321, -0.421], [0.196, -0.461, 0.576], [0.340, 2.541, 0.652], [-0.670, 2.510, -0.721], [-1.183, 0.916, 1.300], [-0.696, -0.321, -1.454], [-2.527, -1.056, 0.804], [-2.985, -0.635, -0.663], [0.112, -1.037, 1.508], [1.674, 0.373, -1.064], [0.025, 1.992, -0.159], [-2.217, -1.063, -0.153], [1.868, -0.623, -0.088]],
  "atomic_forces_ev_per_a": [[1.52, 1.04, 1.38], [0.51, -1.70, 1.04], [-0.34, -0.16, -1.33], [-0.18, 0.04, -0.86], [0.68, -0.08, 0.63], [-0.69, 0.49, 0.07], [-0.07, -0.09, -0.13], [0.42, 0.09, 0.43], [0.00, -0.13, -0.12], [-0.31, 0.38, -0.52], [0.34, -0.99, 1.08], [-0.82, -0.08, 0.24], [-0.46, 0.04, -0.96], [-0.61, 1.12, -0.95]]
}

***

- Look up the multiplicity of the second one.
  1